(1)
95
Properties=species:S:1:pos:R:3:forces:R:3 method="wB97M-V/def2-TZVPD" e_above_lowest_kj_mol=0.0 charge=+1
Be 3.18724 1.19002 -1.90142 -2.9035 0.8123 0.6782
N 0.24559 0.15419 0.17885 1.1617 -2.3688 0.3482
O -0.67651 -0.34395 -0.47014 -0.0013 1.0616 -0.2597
O 0.23726 0.12715 1.41956 -0.4271 0.7545 -0.6079
O 1.35107 0.44815 -0.38704 0.8427 1.0004 -0.6603
C -1.32745 -2.94691 2.60774 -0.1737 -0.1756 -0.1862
C -1.65061 -3.95430 3.68688 -0.1574 0.2620 0.1520
O -0.62899 -4.90731 3.86269 0.1493 -0.1790 0.1457
O -0.24560 -2.14754 3.07656 0.0779 0.0516 0.1970
H -2.25105 -2.38291 2.41760 0.2377 0.2689 -0.0161
H -1.03010 -3.45227 1.68157 -0.1668 -0.0853 0.0517
H -2.56835 -4.50345 3.47894 0.0750 -0.0492 -0.3485
H -1.86707 -3.38462 4.59944 0.2298 -0.0738 0.1150
H 0.14530 -4.47058 4.23090 -0.0486 0.0858 -0.0278
H -0.17662 -1.32172 2.58302 -0.2212 -0.2221 -0.0756
C 2.64992 3.51315 0.26902 -0.5081 -0.6945 -1.2337
C 4.14942 3.42423 0.22810 -0.3171 1.4914 1.0551
O 4.54168 2.08774 -0.02225 -0.4778 -0.7805 -1.5366
O 2.16838 3.34939 -1.10205 0.5408 -0.9213 -0.4018
H 2.24547 4.44742 0.64711 0.2474 -0.0244 0.3005
H 2.19312 2.63652 0.73246 0.3407 0.2991 0.7220
H 4.50935 3.79980 1.19002 0.2298 -0.5429 0.1009
H 4.57006 4.11348 -0.51006 -0.0796 -0.2600 -0.2091
H 5.20492 1.79018 0.61575 -0.1618 -0.3232 -0.0756
H 1.87158 4.19943 -1.44684 0.1568 -0.1178 -0.3219
C -2.47426 -1.57717 -3.20595 -1.5419 -1.4548 -0.6729
C -2.17447 -2.89815 -2.48062 1.2029 0.3447 0.1402
O -2.18070 -2.81910 -1.06393 -0.4764 0.2527 -0.2566
O -3.87153 -1.52940 -3.54536 -0.0278 0.5549 0.3227
H -1.94211 -1.62490 -4.16320 0.4866 0.5769 0.2590
H -2.31613 -0.69061 -2.59529 0.5257 -0.0041 -0.0752
H -1.16512 -3.23561 -2.76381 -0.0645 -0.0185 -0.2524
H -2.88086 -3.64516 -2.83308 -0.1431 -0.0479 0.2610
H -1.69152 -2.01072 -0.86768 0.0046 -0.1447 0.3424
H -4.02794 -1.98652 -4.37449 0.0641 -0.0839 0.0098
C -4.24195 -0.09581 0.42714 -1.2479 -0.7604 -1.6201
C -5.54150 0.63878 0.26256 -0.9089 1.0974 0.6279
O -6.06195 0.96420 1.56165 0.1054 -0.2590 -0.1819
O -3.17457 0.76332 0.79625 0.3332 -0.6823 -0.0231
H -4.09374 -0.58782 -0.55101 0.5312 0.4012 -0.0212
H -4.43730 -0.97576 1.05214 0.4349 0.4982 0.7222
H -6.28955 0.07066 -0.30237 0.3708 -0.5014 0.1319
H -5.47210 1.58176 -0.30063 0.6263 -0.1542 -0.0377
H -6.99769 1.16201 1.46787 0.0120 0.0673 0.0710
H -2.38508 0.20300 0.72286 0.0030 0.1890 0.2226
C 1.35599 -2.99168 -0.27423 1.0398 -0.6916 0.4217
C 2.28171 -4.03899 0.31380 -0.6675 -0.2071 0.3552
O 1.81386 -5.30710 -0.12915 0.3141 -0.0303 -0.2344
O 1.63560 -2.91090 -1.66522 -0.1014 1.1406 -0.5904
H 1.66113 -2.08291 0.25092 -0.2681 0.4273 -0.5659
H 0.30195 -3.19939 -0.09858 -0.0172 -0.1122 0.1348
H 2.27841 -3.98319 1.40760 -0.1011 -0.0904 0.0121
H 3.30132 -3.83748 -0.02161 -0.0009 0.0268 -0.0751
H 2.57155 -5.87826 -0.28183 -0.0918 -0.1200 0.1016
H 1.40674 -3.73771 -2.10039 -0.0811 -0.2264 0.3999
C 3.57773 -1.57208 3.08260 2.2725 0.7003 0.1529
C 3.51802 -0.11127 2.66840 -1.4951 0.4070 -0.3703
O 4.39494 0.78288 3.34591 0.4754 -0.3519 -0.1231
O 4.74166 -2.15036 2.44835 -0.2903 -0.2374 -0.2192
H 2.74233 -2.19499 2.78565 -0.3054 0.2630 0.1583
H 3.79263 -1.56570 4.15712 -0.6652 -0.3484 0.1018
H 2.50763 0.28794 2.78203 -0.0679 -0.2104 -0.1244
H 3.76713 -0.06026 1.60192 -0.0390 -0.0138 0.0075
H 3.90495 1.21052 4.05487 0.0167 -0.0644 0.0260
H 5.46604 -1.52159 2.53148 0.0247 -0.0818 0.2168
C -1.31859 3.07780 2.84337 -0.1340 0.4272 0.0823
C 0.14642 3.30769 2.51247 -0.4895 -0.4843 -0.3909
O 0.90823 2.24278 3.05240 0.9045 0.6731 0.2346
O -2.12180 4.05315 2.22026 0.0032 -0.0942 -0.3393
H -1.44049 3.14851 3.92404 -0.0936 0.0713 0.0227
H -1.65108 2.07515 2.55468 0.2249 -0.1287 -0.0484
H 0.47317 4.28377 2.87422 0.1600 -0.2185 0.4870
H 0.27041 3.38493 1.41957 -0.2019 -0.2428 -0.0249
H 0.69347 1.44473 2.56003 -0.1765 -0.0422 -0.0939
H -2.13453 3.79032 1.27962 -0.1809 0.4878 0.3933
C 0.81118 0.21501 -3.68165 -0.0905 -0.2556 -0.2205
C 1.82416 -0.20443 -4.71144 0.1341 -0.1074 0.5308
O 3.10914 -0.18557 -4.04097 0.2334 0.5850 0.9380
O 1.13911 1.52700 -3.23188 0.9095 0.0427 0.9195
H 0.86424 -0.43190 -2.80176 -0.0277 -0.0443 -0.0721
H -0.20128 0.16472 -4.08349 -0.0116 0.1514 0.0079
H 1.90078 0.49934 -5.54001 -0.2750 -0.1401 -0.1583
H 1.60994 -1.22412 -5.02778 0.0347 0.0388 -0.2018
H 3.70225 -0.78475 -4.50959 0.2700 0.0655 0.3463
H 0.78579 2.19531 -3.83330 0.2250 0.0814 0.0307
C -1.32762 2.99493 -1.56841 1.4740 -0.2938 -0.2335
C -2.14661 2.71445 -2.81283 -0.2318 -0.3557 0.6045
O -3.15286 3.68232 -2.97646 0.0845 -0.1315 -0.1465
O -2.05114 3.07448 -0.36814 -0.4210 -0.3638 -0.3288
H -0.78579 3.93606 -1.70446 -0.2402 0.2060 0.1230
H -0.54506 2.22738 -1.46989 -0.1128 0.0133 -0.1397
H -2.53012 1.68278 -2.74257 -0.3846 0.1768 0.0444
H -1.50671 2.69501 -3.70206 0.0458 0.3563 -0.0189
H -3.44535 3.93477 -2.09001 -0.0917 -0.0583 -0.0677
H -2.32849 2.16858 -0.11306 -0.4272 0.2651 0.0595

=====

(2)
16
Properties=species:S:1:pos:R:3:forces:R:3 method="wB97M-V/def2-TZVPD" e_above_lowest_kj_mol=87.1 charge=+1 smiles=C#[N+][C@](C)(F)CC
C -0.72114 -1.84212 -1.40391 1.0042 1.6330 0.6663
N -0.19285 -0.89485 -1.03898 -1.4803 -3.0878 -1.1945
C 0.37048 0.25841 -0.49707 -0.7249 4.2387 -0.1238
C -0.22075 1.55385 -1.38287 0.9458 -1.9421 1.1980
F 1.70490 0.16803 -0.66283 0.2761 -0.2093 0.0025
C -0.02156 0.37596 0.98444 0.2867 -0.2943 -0.0700
C 0.39533 -0.82012 1.83062 0.0037 0.1242 -0.0902
H -1.20586 -2.73649 -1.71672 -0.2206 -0.3919 -0.2304
H 0.53546 1.80415 -2.11986 0.0261 -0.0336 -0.0607
H -1.14998 1.26777 -1.86406 -0.0960 0.0446 -0.0086
H -0.38168 2.38098 -0.69963 0.0296 -0.0251 0.0534
H 0.49105 1.27009 1.34692 -0.1096 0.0477 -0.1724
H -1.09835 0.54439 1.04735 0.0359 0.1029 -0.0765
H -0.17780 -1.71407 1.58745 -0.0111 -0.0772 0.0354
H 1.45576 -1.03016 1.71257 0.0590 -0.0522 0.0145
H 0.21698 -0.58581 2.87659 -0.0246 -0.0774 0.0571

=====

(3)
78
Properties=species:S:1:pos:R:3:forces:R:3 method="wB97M-V/def2-TZVPD" e_above_lowest_kj_mol=0.0 charge=0 smiles="O=[N+]([O-])c1ccccc1.COCCOC.COCCOC.COCCOC.COCCOC"
O 1.07489 1.96558 -1.53927 0.5285 0.2945 0.1435
N 0.00387 1.57250 -1.16417 -2.1351 -0.6134 -1.1158
O -1.06484 1.75772 -1.81081 1.9951 -0.4062 1.8022
C -0.02940 0.71009 0.05083 -0.5895 -0.1166 0.9725
C 1.10134 0.54104 0.86569 0.3892 1.5693 -1.6514
C 1.08439 -0.23426 1.98850 -0.3963 -0.6509 -0.2395
C -0.06733 -0.95398 2.24725 0.4258 -0.5272 1.1163
C -1.16041 -0.87927 1.42549 -0.7056 0.2863 -0.2442
C -1.19844 0.03791 0.39640 0.4303 -0.3443 -1.2414
H 1.98446 1.08062 0.55689 0.2022 -0.0221 0.0631
H 1.96199 -0.45491 2.57803 0.1602 0.4879 0.0581
H -0.03085 -1.57665 3.12893 -0.3913 -0.3887 -0.1337
H -2.03245 -1.51533 1.46263 0.0571 -0.1309 0.7106
H -2.07632 0.01158 -0.23212 0.0758 0.4928 -0.1835
C -7.23790 0.38247 -5.58118 0.6144 -0.7255 2.2304
O -7.92851 -0.08033 -4.35305 -0.8438 0.8562 -1.2866
C -7.08349 -0.19157 -3.23140 0.3441 -2.6919 -0.8783
C -6.52078 1.03271 -2.65483 0.3649 1.6563 1.2699
O -5.66161 0.66496 -1.58527 0.1712 -1.0079 -0.1356
C -4.82801 1.63904 -1.00525 -0.1604 -0.1302 0.2324
H -7.80728 0.56412 -6.49272 -0.8486 -0.0871 0.7278
H -6.55103 -0.43451 -5.80222 0.4958 0.2977 -0.2306
H -6.73824 1.29055 -5.24380 0.3428 0.0095 -0.7912
H -6.29089 -0.90929 -3.44296 0.7478 0.1568 -0.5146
H -7.58111 -0.79867 -2.47516 -0.7464 0.5609 0.1540
H -7.36271 1.59619 -2.25266 -0.0610 0.5576 0.0019
H -5.97406 1.65424 -3.36398 0.0241 0.0367 -0.1874
H -4.15569 2.11133 -1.72151 -0.2970 0.3943 -0.2153
H -4.15826 1.16766 -0.28599 -0.1529 -0.4554 -0.0701
H -5.42755 2.32008 -0.40123 0.0307 0.5801 -0.2950
C -0.29933 -4.79162 4.02620 -1.2004 0.5867 2.8638
O -1.12167 -3.88292 3.33389 0.3041 -0.2362 -1.9156
C -2.48835 -4.24652 3.22919 0.2927 1.4703 2.0890
C -3.29513 -3.92838 4.56326 -0.6134 0.3678 -0.9419
O -2.95531 -4.52798 5.78254 1.4630 -0.7156 -0.5351
C -3.13957 -5.92191 5.61629 -1.4843 -0.5415 0.1068
H -0.61742 -5.82887 4.13126 0.0495 -0.3709 -1.3967
H -0.62336 -4.48365 5.02032 1.3380 -0.2147 1.0244
H 0.77549 -4.66199 3.89955 -0.3301 0.1055 -0.4855
H -2.55939 -5.27076 2.86314 -0.4495 0.1583 -0.2384
H -2.85432 -3.42221 2.61707 -0.4944 -0.7663 -0.7663
H -4.35517 -4.12629 4.40438 -0.3693 -0.6580 -0.6016
H -3.38559 -2.84854 4.68098 0.9855 0.1561 0.3047
H -2.88573 -6.52048 6.49115 0.0221 0.5458 0.1718
H -2.73484 -6.44515 4.74997 0.9913 0.6171 -0.1590
H -4.19955 -6.01314 5.37920 -0.5080 -0.5099 0.4860
C 0.59181 6.01484 -3.43134 0.3645 -0.0429 1.2709
O 1.73882 5.47038 -3.98727 1.3914 -1.2031 -0.8962
C 2.09436 4.17743 -3.42449 1.1562 1.3674 0.4334
C 3.67085 3.99380 -3.48365 -1.8951 0.6901 -2.3505
O 4.12643 4.22714 -4.86185 1.3225 -0.8089 1.9113
C 4.76181 5.48496 -5.10464 -2.9394 0.3715 -2.1728
H 0.31085 6.95585 -3.90426 -0.0972 -0.3856 -0.4917
H 0.88520 6.29254 -2.41897 -0.5229 0.1054 0.5856
H -0.18934 5.25678 -3.37434 -0.4889 0.2788 -0.1621
H 1.43594 3.40486 -3.82165 0.4075 -0.1649 -0.2854
H 1.94693 4.21624 -2.34521 -0.5235 -0.0392 0.2467
H 3.92487 2.96614 -3.22386 0.0940 0.1360 0.1774
H 4.06204 4.73687 -2.78873 0.3605 -0.1240 -0.0916
H 3.89118 6.14009 -5.07442 0.4984 1.1922 1.3766
H 4.75453 5.55113 -6.19261 1.0499 -0.5878 -0.3709
H 5.71915 5.85860 -4.74134 -0.1648 -0.7035 0.7654
C 8.54153 0.34865 1.23824 -0.5237 -0.1035 -0.6859
O 7.36194 -0.47495 1.04101 0.3598 0.6561 0.2198
C 6.28697 -0.34802 1.97947 0.3399 -0.4772 0.1685
C 5.30480 -1.50723 1.75361 -1.8982 -0.0106 0.5697
O 4.43879 -1.79220 2.95068 1.4521 0.2029 -1.3700
C 3.56097 -2.90775 2.82038 -0.1468 0.4358 1.1655
H 8.42434 1.43232 1.24402 -1.0142 0.1775 0.3523
H 9.12519 0.25041 0.32292 0.1607 -0.6739 0.1867
H 9.12699 0.10366 2.12442 -0.1204 -0.4305 0.0283
H 5.72993 0.57608 1.82507 0.2317 0.2968 0.1331
H 6.69225 -0.39313 2.99031 -0.1236 0.0775 0.2387
H 5.80570 -2.39595 1.36971 0.0967 -0.1306 0.3487
H 4.55551 -1.18626 1.02997 0.2680 -0.0898 -0.5530
H 4.04188 -3.82918 2.49205 0.1263 0.0671 -0.0467
H 2.60556 -2.76628 2.31513 0.2947 0.5069 -1.0961
H 3.16766 -3.00883 3.83191 0.4148 -0.5197 0.3192

=====

(4)
13
Properties=species:S:1:pos:R:3:forces:R:3 method="wB97M-V/def2-TZVPD" e_above_lowest_kj_mol=329.7 charge=0
C -0.46673 0.66744 0.19421 0.7340 -1.8101 2.2069
C 0.15511 -0.38833 -0.62024 -0.7533 -2.5090 0.7018
N -2.10693 -0.98579 0.42976 -1.2804 -1.6136 0.5262
N -1.85522 0.32742 0.52987 0.7025 0.1700 -0.3934
N -1.15547 -1.66764 0.06493 2.1978 1.6943 -1.0996
N 1.44313 -0.82232 -0.26585 -0.6079 -0.5096 -1.4528
S -0.79073 -3.28371 0.01502 -0.2800 0.2203 0.0791
H 0.15046 0.50805 1.14140 -0.8142 1.2614 -0.7286
H -0.37342 1.59633 -0.27303 0.0648 1.6722 -0.2556
H -0.13295 -0.47536 -1.65726 0.3514 0.0771 -0.3129
H -2.67491 0.84592 0.27004 0.2049 0.4787 -0.1752
H 1.43347 -1.27485 0.65127 0.2273 0.1211 -0.3336
H 1.87077 -1.45032 -0.98972 -0.7469 0.7472 1.2376

=====

no.,E_tot (eV),LUMO level (Ha)
1,-64412.7651,-0.27868
2,-9529.7283,-0.18238
3,-45497.0798,-0.02449
4,-18963.6285,0.02676